ORCA calculation (wB97M-V/def2-TZVPD) on an isolated molecule of C2H5N3O2S at a distorted geometry.

Cartesian coordinates (Å):
C -0.541043 -0.548382 2.051785
C 0.858096 0.912076 -1.778341
N 0.329850 0.514581 1.680965
N 0.700332 0.764642 0.578560
N 0.249108 0.223556 -0.610160
O -1.787965 -1.017841 -1.441206
O -0.899260 -1.454902 0.944156
S -0.526161 -1.351643 -0.835329
H 0.026752 -1.185238 2.664019
H -1.354681 -0.229871 2.647973
H 0.211409 1.817023 -2.045351
H 1.853440 1.312101 -1.290629
H 0.880122 0.243898 -2.566442

Atomic forces in eV per Å
C 0.88 -1.34 -3.08
C 0.14 2.89 3.66
N -0.60 -0.39 2.90
N 1.08 1.54 -2.66
N -0.56 -1.51 -0.17
O 0.20 -0.65 -0.40
O -0.02 0.13 -1.53
S -0.72 2.69 3.59
H 0.97 -0.71 1.15
H -1.33 0.62 -0.12
H 0.90 -1.25 0.22
H -1.61 -0.86 -1.81
H 0.66 -1.17 -1.74

Properties
**Total energy**: -21551.0524 eV
**HOMO level**: -9.187 eV
**Relative energy (zero: lowest compared OMol25 entry of this formula, charge and spin)**: 469.0 kJ/mol
**Frontier orbital gap**: 9.2 eV
**Total charge**: 0

***

ORCA calculation (wB97M-V/def2-TZVPD) on a structure of composition C2H5N3O2S at a distorted geometry.

Cartesian coordinates (Å):
C -1.442692 0.200895 0.719151
C 1.849763 -0.926847 -0.121668
H -2.837840 -0.797067 1.698262
H -0.904245 -1.163778 1.966802
H 2.366867 -2.187556 0.024885
H 1.639887 0.715785 -1.621303
H 4.096646 0.531302 -1.337956
N -1.725192 -0.440768 1.801131
N 0.771099 -0.963289 0.456935
N 2.270163 0.091859 -0.937544
O -0.080789 0.445325 0.361043
O 3.475122 -0.108137 -1.682896
S -2.698181 0.859057 -0.186526

Atomic forces in eV per Å
C 0.76 2.80 -3.73
C 2.57 -2.61 -2.33
H 4.27 1.09 0.82
H -2.39 1.46 0.22
H -0.99 4.47 -0.83
H 1.07 -2.39 2.76
H 0.18 0.32 0.35
N -0.98 -5.07 1.75
N -4.85 1.30 2.95
N 0.43 1.96 -2.49
O -0.40 -2.57 0.15
O -0.85 -0.79 0.38
S 1.17 0.04 0.00

Properties
**Total energy**: -21549.3701 eV
**HOMO level**: -8.298 eV
**Relative energy (zero: lowest compared OMol25 entry of this formula, charge and spin)**: 631.3 kJ/mol
**Frontier orbital gap**: 8.3 eV
**Total charge**: 0

***

ORCA calculation (wB97M-V/def2-TZVPD) on a structure of composition C2H5N3O3 at a distorted geometry.

Cartesian coordinates (Å):
C -0.610949 0.289087 -0.220738
C 1.395877 1.717779 -0.128664
H 1.645354 -1.152079 -0.235980
H 0.840190 -1.942173 -1.665469
H -0.809037 -1.398548 0.724237
H 1.607077 2.588942 -0.596575
H -2.667687 0.058217 1.906856
N 0.744124 -1.728348 -0.521789
N -0.528145 -1.103256 -0.430989
N -1.489744 0.732130 0.439827
O 0.210927 1.165709 -0.655466
O 2.228203 1.193470 0.683245
O -2.566190 -0.420930 0.701505

Atomic forces in eV per Å
C 2.75 -5.74 -1.23
C 2.44 -6.12 4.30
H -2.62 -0.94 -0.70
H 0.14 0.69 4.07
H 0.14 0.56 -4.69
H 0.24 2.90 -1.57
H -0.08 -2.52 -5.56
N 2.85 0.21 -4.71
N 0.35 -1.07 5.35
N -8.51 1.45 4.05
O 5.08 3.72 -1.83
O -4.66 1.99 -3.60
O 1.86 4.88 6.11

Properties
**Total energy**: -12760.1883 eV
**HOMO level**: -9.826 eV
**Relative energy (zero: lowest compared OMol25 entry of this formula, charge and spin)**: 715.2 kJ/mol
**Frontier orbital gap**: 9.9 eV
**Total charge**: 0

***

ORCA calculation (wB97M-V/def2-TZVPD) on an isolated molecule of C2H5N3O3 at a distorted geometry.

Cartesian coordinates (Å):
C -1.050223 0.227111 -0.317241
C -2.463733 0.205549 0.072337
N 3.292405 0.967095 0.367545
N 2.375975 0.621683 -0.290605
N 0.778923 -1.279952 -0.022876
O -0.544597 0.943682 -1.092115
O -0.488939 -0.870493 0.313789
O 1.816174 -0.687269 0.574602
H -2.725709 -0.783178 0.702929
H -2.739166 1.106490 0.536428
H -3.038575 0.191101 -0.874845
H 3.931645 1.684321 0.133029
H 0.855821 -2.326137 -0.102971

Atomic forces in eV per Å
C -0.14 -1.99 0.53
C -1.77 -3.00 0.20
N -0.86 -2.01 1.25
N 0.45 -0.60 0.26
N 1.44 -0.64 -2.72
O 1.24 1.14 -0.94
O -0.10 -0.29 1.39
O -0.47 0.71 0.39
H 0.51 2.63 -1.36
H -0.39 1.05 0.99
H 0.22 -0.16 0.47
H 0.18 1.35 -1.13
H -0.30 1.80 0.66

Properties
**Total energy**: -12761.6404 eV
**HOMO level**: -8.414 eV
**Relative energy (zero: lowest compared OMol25 entry of this formula, charge and spin)**: 575.1 kJ/mol
**Frontier orbital gap**: 9.3 eV
**Total charge**: 0

***

ORCA calculation (wB97M-V/def2-TZVPD) on an isolated molecule of C2H5N3O3 at a distorted geometry.

Cartesian coordinates (Å):
C -0.028748 0.398295 -0.024333
C 0.509621 -0.893082 -0.808864
H -1.138352 3.358135 -0.339155
H -0.171413 2.976482 0.748269
H -0.604793 0.936073 1.995415
H 0.308085 -1.704883 1.054506
H -0.027910 0.009250 -2.493975
N -1.031627 2.478001 0.298077
N -0.390411 1.422446 -0.731790
N 0.057705 0.247677 1.390046
O -0.021774 -1.054888 1.848620
O 0.039550 -1.040113 -2.028431
O 1.019659 -1.860400 -0.152715

Atomic forces in eV per Å
C 0.73 -0.46 0.75
C -0.78 -1.69 2.89
H -0.67 -2.27 0.72
H -1.19 -1.80 -0.27
H 1.84 -2.35 -2.21
H -0.24 2.03 2.09
H -0.15 -4.06 2.23
N 3.05 2.08 -2.55
N -0.60 0.73 2.80
N -1.65 2.39 -1.14
O -0.25 -1.64 0.18
O 1.07 4.34 -1.89
O -1.14 2.70 -3.59

Properties
**Total energy**: -12763.0226 eV
**HOMO level**: -8.669 eV
**Relative energy (zero: lowest compared OMol25 entry of this formula, charge and spin)**: 441.8 kJ/mol
**Frontier orbital gap**: 8.5 eV
**Total charge**: 0

***

ORCA calculation (wB97M-V/def2-TZVPD) on a cluster of 2 separate species, C2H5N3O4 in total at a distorted geometry.

Cartesian coordinates (Å):
C 0.784596 -0.239828 0.989501
C -0.387530 0.436873 0.956645
N 1.020619 -1.118623 -2.031286
N -0.672808 1.139263 -0.267722
N -1.430424 0.524661 2.159468
O -1.272120 0.511698 -1.147828
O -0.120378 2.227837 -0.433816
O -1.019043 0.208665 3.231573
O -2.486342 0.916885 1.791139
H 1.274659 -0.315048 0.053248
H 1.058501 -0.425656 -2.750524
H 1.352265 -0.590606 1.775313
H 0.131421 -1.481886 -2.115996
H 1.766583 -1.794234 -2.209714

Atomic forces in eV per Å
C -2.75 2.24 -1.03
C 1.83 -1.75 2.66
N 2.51 0.79 0.30
N -0.16 0.20 -2.45
N 3.05 0.27 -2.98
O 0.31 0.97 1.27
O -1.02 -1.15 0.54
O -0.24 -0.24 0.63
O -1.68 0.38 0.41
H 0.40 0.12 -0.96
H 0.33 0.57 -0.41
H 0.17 -1.00 2.08
H -2.08 -1.48 -0.01
H -0.67 0.08 -0.03

Properties
**Total energy**: -14807.8002 eV
**HOMO level**: -10.636 eV
**Relative energy (zero: lowest compared OMol25 entry of this formula, charge and spin)**: 552.5 kJ/mol
**Frontier orbital gap**: 9.9 eV
**Total charge**: 0

***

ORCA calculation (wB97M-V/def2-TZVPD) on an isolated molecule of C2H5N3OS at a distorted geometry.

Cartesian coordinates (Å):
C 0.192731 -0.119409 0.216778
C -0.460847 0.842972 1.106656
N -0.650389 -0.938937 -2.803371
N -0.778817 -0.601373 1.085993
N 1.548534 -0.567767 0.172535
O -1.257413 1.320100 -1.794405
S -0.790146 -0.051168 -1.650297
H 0.302153 1.219899 1.997793
H -1.190762 1.424619 0.611347
H -0.594104 -1.304822 1.758731
H 2.242996 0.099506 -0.179275
H 1.436063 -1.323621 -0.522487

Atomic forces in eV per Å
C 0.28 -0.32 -0.28
C 3.19 -0.45 2.69
N 0.21 -0.54 1.47
N -0.58 0.69 -1.31
N -1.80 -0.36 -1.15
O -0.34 0.33 1.07
S 1.10 0.46 -1.88
H -2.39 -0.62 -2.46
H -0.67 1.04 0.32
H 0.64 -0.15 0.92
H -0.70 -0.05 0.06
H 1.06 -0.02 0.54

Properties
**Total energy**: -19502.9403 eV
**HOMO level**: -9.368 eV
**Relative energy (zero: lowest compared OMol25 entry of this formula, charge and spin)**: 579.9 kJ/mol
**Frontier orbital gap**: 8.6 eV
**Total charge**: 0

***

ORCA calculation (wB97M-V/def2-TZVPD) on a structure of composition C2H5N3OS at a distorted geometry.

Cartesian coordinates (Å):
C 0.636522 0.261149 -0.486959
C -0.395069 -0.394136 -1.337254
H 1.481862 -0.167117 2.708391
H -0.619813 0.694774 1.196942
H 2.161599 1.123404 -0.473403
H 0.118352 -0.687754 -2.330192
H -2.996084 -1.611379 0.144519
N 0.289565 0.764507 0.742155
N 1.742602 0.338357 -1.113826
N -1.564703 -0.811937 -1.136396
O -2.235821 -0.592190 0.073461
S 1.380987 1.082322 2.012563

Atomic forces in eV per Å
C -1.41 -0.92 -1.36
C 1.02 -0.88 -0.38
H -0.25 1.25 -1.15
H -0.04 -0.39 -1.44
H 0.77 -1.92 -1.47
H -1.40 0.55 1.51
H 3.55 4.92 -0.53
N -0.16 0.32 2.12
N 0.87 3.18 2.60
N -1.22 -1.00 -0.79
O -2.34 -4.25 0.38
S 0.60 -0.87 0.52

Properties
**Total energy**: -19503.4421 eV
**HOMO level**: -9.446 eV
**Relative energy (zero: lowest compared OMol25 entry of this formula, charge and spin)**: 531.5 kJ/mol
**Frontier orbital gap**: 9.4 eV
**Total charge**: 0

***

ORCA calculation (wB97M-V/def2-TZVPD) on an isolated molecule of C2H5N3S at a distorted geometry.

Cartesian coordinates (Å):
C -1.549228 -0.815685 -1.357136
C -0.050598 0.970150 -0.272053
N -1.154294 0.278567 -1.177312
N 1.704797 -1.023633 0.144329
N -0.197703 0.499203 0.988890
S 0.596679 -1.026987 1.309031
H -1.808784 -1.809275 -1.269448
H 1.001178 0.655276 -0.595630
H -0.208438 2.003773 -0.355968
H 2.655595 -0.821660 0.565605
H -1.146275 0.722681 1.460019

Atomic forces in eV per Å
C 1.62 3.70 1.01
C 1.98 0.18 1.28
N -1.13 -2.59 -1.82
N 1.38 -0.17 0.67
N -2.16 1.08 1.24
S -0.13 -0.67 -0.40
H -0.49 -1.77 0.00
H -1.42 -0.16 -0.29
H -0.58 1.22 -0.41
H -1.36 -0.14 -0.44
H 2.29 -0.67 -0.84

Properties
**Total energy**: -17455.3166 eV
**HOMO level (spin up / spin down)**: -6.697 / -6.585 eV
**Relative energy (zero: lowest compared OMol25 entry of this formula, charge and spin)**: 559.2 kJ/mol
**Frontier orbital gap (spin up / spin down)**: 6.2 / 6.0 eV
**Total charge**: 0

***

ORCA calculation (wB97M-V/def2-TZVPD) on a structure of composition C2H5N3S at a distorted geometry.

Cartesian coordinates (Å):
C -1.079792 0.000927 -0.107786
C 2.502674 -0.016038 -0.099664
H -2.968484 0.215722 0.166345
H -2.427070 -1.688432 0.189136
H -0.241675 1.825709 0.153302
H 3.009937 -1.060480 0.460673
H 3.042422 0.869909 -0.057036
N -2.322372 -0.669334 -0.156423
N -1.105722 1.263452 -0.143772
N 1.244791 0.289409 -0.232894
S 0.345293 -1.030840 -0.171884

Atomic forces in eV per Å
C -1.91 -0.73 -0.30
C -0.76 -1.45 2.63
H 1.22 -3.71 -0.86
H 0.16 2.80 -0.54
H -1.55 -1.69 -1.25
H -1.67 2.84 -2.20
H 1.96 1.11 -0.24
N -0.93 1.76 1.31
N 0.92 1.32 1.50
N 5.14 -0.83 -0.37
S -2.59 -1.41 0.32

Properties
**Total energy**: -17457.5118 eV
**HOMO level**: -8.887 eV
**Relative energy (zero: lowest compared OMol25 entry of this formula, charge and spin)**: 347.4 kJ/mol
**Frontier orbital gap**: 9.3 eV
**Total charge**: 0

***

ORCA calculation (wB97M-V/def2-TZVPD) on an isolated molecule of C2H5N3S at a distorted geometry.

Cartesian coordinates (Å):
C -0.645954 0.252173 1.115410
C 1.938912 -0.234165 -1.669794
H -1.331203 -0.244842 -0.757414
H -2.512863 -0.274032 0.441456
H -1.776646 0.416493 2.703981
H 1.778706 -0.579553 -2.700056
H 2.962454 -0.011842 -1.386194
N -1.571637 -0.017741 0.164915
N -0.774138 0.438458 2.396687
N 0.881817 -0.155391 -0.956829
S 1.050552 0.410442 0.647839

Atomic forces in eV per Å
C -0.01 0.14 2.11
C -1.12 -0.38 -0.58
H 0.76 -0.22 -1.10
H 0.44 0.19 0.16
H 1.09 -0.02 -0.45
H 0.18 0.09 0.34
H 0.03 0.15 0.35
N -1.11 0.18 1.15
N -1.19 -0.16 -1.25
N 1.28 0.32 -0.04
S -0.34 -0.29 -0.68

Properties
**Total energy**: -17459.5645 eV
**HOMO level**: -8.676 eV
**Relative energy (zero: lowest compared OMol25 entry of this formula, charge and spin)**: 149.3 kJ/mol
**Frontier orbital gap**: 9.6 eV
**Total charge**: 0

***

ORCA calculation (wB97M-V/def2-TZVPD) on the ion C2H5N3S with charge +2 at a distorted geometry.

Cartesian coordinates (Å):
C 0.295076 1.311939 -0.000499
C 0.604293 -1.203152 0.072952
N -0.991988 1.262857 0.022062
N 1.123281 -0.008472 0.186885
N -0.661863 -1.294242 -0.028280
S -1.984870 -0.069960 0.053148
H 0.858184 2.172762 -0.043213
H 1.289788 -2.190976 0.134510
H -1.520868 2.179377 0.031192
H 2.111198 -0.015001 -0.009445
H -1.122236 -2.145133 -0.419308

Atomic forces in eV per Å
C 0.09 -5.57 0.92
C 0.99 -2.16 0.33
N 1.84 2.33 -0.20
N -0.81 3.92 -0.54
N -3.84 -1.39 -1.11
S 0.10 -1.98 0.34
H 1.13 2.00 -0.14
H -1.56 2.36 -0.45
H 0.66 -0.80 -0.19
H 0.57 0.99 0.29
H 0.83 0.30 0.75

Properties
**Total energy**: -17439.1969 eV
**HOMO level**: -19.448 eV
**Relative energy (zero: lowest compared OMol25 entry of this formula, charge and spin)**: 75.4 kJ/mol
**Frontier orbital gap**: 8.4 eV
**Total charge**: +2